Record 1
The following is a quantum chemistry calculation of a structure of composition CH8Ba4O7, from OMol25.

Geometry as XYZ:
```
20
Properties=species:S:1:pos:R:3
Ba 0.76006 3.24720 0.50057
O 1.71180 0.71439 -0.59099
O -0.15472 -0.29130 3.55489
Ba 2.20188 -3.38992 1.50868
H 1.64770 1.31387 -3.04631
O 2.50280 1.23389 -3.49145
Ba 3.90479 -0.53249 -1.82580
H -1.08407 -0.49396 3.76315
C 0.81396 -0.03153 -0.06893
O 0.92155 -1.36056 -0.17408
O -2.72969 1.32250 1.94064
Ba -0.53453 -3.05157 -2.04420
H 2.67876 2.12896 -3.84810
O -2.19607 -1.31795 -0.93621
O -0.11739 0.46620 0.60524
H -0.11939 -0.25782 2.59619
H -3.11627 -1.00450 -0.81659
H -3.47003 1.08088 1.36634
H -1.63449 -0.58487 -0.62341
H -1.98664 0.80858 1.63039
```

For the molar mass, the calculation gives 681.380 g/mol. The value obtained for the HOMO-LUMO gap is 5.44 eV. The spin multiplicity is 1. As for the charge: +6.

Record 2
The following is a quantum chemistry calculation of a structure of composition CH8IP5, from OMol25.

Geometry as XYZ:
```
15
Properties=species:S:1:pos:R:3
P 0.45334 2.45084 -0.21661
P 0.02534 0.72363 1.00732
H -1.54669 -0.64613 -2.45707
P 1.98333 -0.29475 0.91751
H 0.83998 3.40526 0.84909
H -1.28125 -2.79735 -0.61620
H 1.81596 -1.24348 1.86896
H 2.65984 0.51511 1.72288
I -2.82005 -0.15960 0.28512
H 0.68255 -0.28725 -2.35958
H -0.61489 -2.53455 1.17109
H -0.86098 2.94344 0.00775
C -0.68055 -0.32267 -0.21100
P -0.55010 0.29400 -1.95194
P -0.10582 -2.04650 -0.01732
```

For the molar mass, the calculation gives 301.849 g/mol. The value obtained for the HOMO-LUMO gap is 7.77 eV. The spin multiplicity is 1. The energy above the lowest of the compared OMol25 structures with the same formula, charge and spin comes out at 25.1 kJ/mol.

Record 3
The following is a quantum chemistry calculation of a cluster of 2 separate species, CH8N2S in total, from OMol25.

Geometry as XYZ:
```
12
Properties=species:S:1:pos:R:3
H -1.70185 -1.14243 -0.42821
H -0.47121 -1.58312 0.56500
N -0.73167 -0.96747 -0.20011
H -2.33500 0.57291 1.03069
H 2.46042 -0.99901 -0.90043
H -1.17261 0.83108 2.08343
S 3.26203 0.03965 -1.15579
N -1.43031 1.02743 1.12241
C -0.48914 0.41424 0.19883
H 2.54286 0.36128 -2.23811
H -0.45140 1.03653 -0.68974
H 0.51786 0.40891 0.61203
```

For the molar mass, the calculation gives 80.156 g/mol. The value obtained for the HOMO-LUMO gap is 10.17 eV. The spin multiplicity is 1. The energy above the lowest of the compared OMol25 structures with the same formula, charge and spin comes out at 17.9 kJ/mol.